Record 1
Below is 5 unconnected molecules or ions with the total composition C23H35IO7, with properties calculated with ωB97M-V/def2-TZVPD.

The geometry in XYZ format:
```
66
Properties=species:S:1:pos:R:3:mulliken_charge:R:1
C 0.3093 1.0757 2.4346 0.012
C 0.5050 0.9195 1.2662 -0.736
C 0.7413 0.7256 -0.1666 0.407
C 1.9610 1.4273 -0.6748 0.519
C 2.7413 1.1027 -1.7037 -0.315
I 2.5367 -0.4796 -2.9853 0.219
C 3.8466 2.0993 -1.7979 0.392
O 4.9375 1.9955 -2.2451 -0.505
O 3.3999 3.2129 -1.1044 -0.276
C 2.5569 2.6911 -0.1068 0.149
O 2.4815 3.1860 0.9619 -0.490
H 0.1995 1.2430 3.4769 0.456
H -0.1325 1.0816 -0.7210 0.059
H 0.8467 -0.3492 -0.3377 0.119
C -2.4803 4.4101 -2.9020 -0.720
C -2.2698 5.4031 -1.7562 -0.335
C -2.3284 4.4903 -0.5401 -0.156
O -1.8187 3.2222 -0.9672 -0.375
C -1.7170 3.1964 -2.3906 -0.343
H -2.1128 4.7631 -3.8643 0.351
H -3.5410 4.1721 -3.0071 0.284
H -1.2840 5.8649 -1.8296 0.222
H -3.0135 6.1972 -1.7196 0.338
H -3.3597 4.3547 -0.1942 0.222
H -1.7284 4.8537 0.2891 -0.045
H -0.6553 3.2459 -2.6631 0.215
H -2.1235 2.2498 -2.7519 0.349
C 0.5668 -5.3616 -2.7986 -0.622
C 0.0591 -5.6900 -1.3964 -0.300
C 0.5391 -4.4800 -0.6084 -0.408
O 0.5329 -3.3740 -1.5175 -0.309
C 0.3651 -3.8531 -2.8533 -0.380
H 0.0362 -5.8853 -3.5923 0.356
H 1.6285 -5.6044 -2.8800 0.274
H -1.0325 -5.7336 -1.3938 0.259
H 0.4378 -6.6290 -0.9954 0.141
H 1.5598 -4.6262 -0.2386 0.268
H -0.1037 -4.2396 0.2395 0.277
H -0.6446 -3.5974 -3.1920 0.266
H 1.0840 -3.3523 -3.5051 0.167
C 1.4093 -10.1241 2.3605 -0.558
C 1.1318 -8.8212 3.1087 -0.562
C 1.3226 -7.7886 2.0052 -0.348
O 0.9325 -8.4282 0.7884 -0.334
C 0.7875 -9.8336 1.0005 -0.480
H 0.9810 -11.0040 2.8379 0.338
H 2.4854 -10.2792 2.2606 0.262
H 0.1010 -8.8061 3.4683 0.279
H 1.7915 -8.6533 3.9584 0.343
H 2.3714 -7.4833 1.9250 0.261
H 0.7131 -6.8946 2.1447 0.234
H -0.2782 -10.0857 0.9908 0.280
H 1.2753 -10.3653 0.1829 0.271
C -2.0748 8.8632 2.2383 -0.548
C -0.9935 8.0584 2.9574 -0.568
C -0.9050 6.8149 2.0830 -0.444
O -1.2181 7.2382 0.7525 -0.332
C -1.7603 8.5594 0.7793 -0.434
H -2.0495 9.9291 2.4593 0.341
H -3.0644 8.4831 2.5007 0.268
H -0.0464 8.6014 2.9411 0.273
H -1.2350 7.8256 3.9932 0.332
H -1.6341 6.0589 2.3960 0.289
H 0.0852 6.3584 2.0828 0.311
H -1.0148 9.2565 0.3819 0.269
H -2.6403 8.5921 0.1351 0.250
```

SMILES: C#CCC1=C(I)C(=O)OC1=O.C1CCOC1.C1CCOC1.C1CCOC1.C1CCOC1
energy above the lowest of the compared OMol25 structures with the same formula, charge and spin: 0.000 eV
HOMO: -9.364 eV
maximum force: 0.97 eV Å⁻¹
Kohn-Sham gap: 8.936 eV
energy: -46847.6586 eV

Record 2
Below is a molecular structure, C23H16O6PSr, with properties calculated with ωB97M-V/def2-TZVPD.

The geometry in XYZ format:
```
47
Properties=species:S:1:pos:R:3:mulliken_charge:R:1
O -1.0908 -4.6647 -4.7256 -0.201
C -1.1849 -3.9053 -3.8763 0.193
Sr -2.2013 0.3308 -1.3656 1.474
O 2.1738 0.3036 -3.6315 -0.536
C 1.0219 0.0960 -4.0261 0.280
C -0.1281 0.9594 -4.2320 0.417
O -1.1459 0.9624 -3.4333 -0.711
C -0.2792 1.6135 -5.4869 0.275
O -0.9961 2.0601 -6.2961 -0.249
C 0.5950 -1.3274 -4.2224 0.653
O 0.7655 -2.3659 -4.7399 -0.241
H -3.3479 -0.6762 -2.0403 -0.062
O -0.1928 -0.9122 -0.7120 -0.982
P 0.0984 -0.2413 0.6357 2.336
C 1.7234 0.5381 0.7412 0.229
C 2.5426 0.4896 1.8804 -0.443
C 3.7745 1.1483 1.8844 -0.711
C 4.1620 1.9191 0.7861 -0.480
C 3.3433 1.9916 -0.3437 -0.722
C 2.1556 1.2604 -0.3815 -0.011
C -1.1889 0.9928 0.9058 -1.531
C -2.4827 0.5432 1.2684 0.534
C -3.6066 1.1735 0.7221 -1.066
C -3.4496 2.3095 -0.0801 -0.411
C -2.1755 2.8388 -0.3091 -0.904
C -1.0414 2.1939 0.1835 0.518
C -0.0136 -1.3864 1.9995 0.152
C 0.1568 -2.7583 1.7850 -0.646
C 0.0655 -3.6356 2.8668 -0.671
C -0.1747 -3.1462 4.1547 -0.473
C -0.3449 -1.7747 4.3666 -0.834
C -0.2580 -0.8887 3.2899 -0.187
H 2.2186 -0.0687 2.7554 0.365
H 4.4261 1.0620 2.7490 0.419
H 5.1088 2.4551 0.7976 0.394
H 3.5963 2.6323 -1.1911 0.416
H 1.5927 1.1970 -1.3157 0.261
H -2.5913 -0.3139 1.9337 0.374
H -4.5924 0.7152 0.8341 0.321
H -4.3210 2.7745 -0.5472 0.358
H -2.0490 3.7472 -0.8989 0.392
H -0.0468 2.6154 0.0352 0.610
H 0.3524 -3.1183 0.7738 0.388
H 0.1845 -4.7036 2.6914 0.414
H -0.2271 -3.8377 4.9942 0.412
H -0.5457 -1.3838 5.3648 0.417
H -0.3818 0.1854 3.4563 0.470
```

energy above the lowest of the compared OMol25 structures with the same formula, charge and spin: 0.000 eV
charge: +1
HOMO (spin up / spin down): -9.884 / -9.884 eV
maximum force: 5.88 eV Å⁻¹
Kohn-Sham gap (spin up / spin down): 4.408 / 4.409 eV
energy: -46507.7648 eV

Record 3
Below is a molecular structure, C3H4I3N, with properties calculated with ωB97M-V/def2-TZVPD.

The geometry in XYZ format:
```
11
Properties=species:S:1:pos:R:3:mulliken_charge:R:1
C 1.1005 0.5459 0.6526 -0.326
C 0.4159 0.9300 -0.7301 0.051
C 1.4193 -0.5156 1.4806 -0.297
N -0.1303 0.0290 -1.4100 -0.524
I 2.3754 -0.2220 3.3045 0.084
I -3.2327 -1.7777 -0.0890 -0.083
I -1.0935 0.4299 -3.1424 0.083
H 1.4018 1.5015 1.0724 0.142
H -3.9294 -1.3718 -1.4365 0.075
H 0.4824 1.9898 -0.9388 0.346
H 1.1908 -1.5389 1.2367 0.448
```

energy above the lowest of the compared OMol25 structures with the same formula, charge and spin: 0.000 eV
HOMO: -9.074 eV
maximum force: 3.41 eV Å⁻¹
Kohn-Sham gap: 8.891 eV
energy: -28965.2468 eV

Record 4
Below is 5 unconnected molecules or ions with the total composition C20H36Cl2N5O12S2, with properties calculated with ωB97M-V/def2-TZVPD.

The geometry in XYZ format:
```
77
Properties=species:S:1:pos:R:3:mulliken_charge:R:1
C 3.3340 2.8879 1.1799 -0.824
C 2.5039 2.0976 1.8580 -0.920
C 2.0687 0.8370 1.3348 0.922
N 1.4335 0.6028 0.2361 0.099
S 0.9007 1.8573 -0.8262 0.313
C -0.8974 1.6971 -0.8230 -0.688
C -1.4531 1.0522 -2.1012 0.501
O -0.7484 0.8509 -3.0625 -0.440
O -2.7885 0.8467 -2.0969 -0.420
C -3.2079 -0.4189 -1.5915 -1.144
C -3.4337 -0.4797 -0.0738 2.053
C -3.9317 0.8069 0.5230 -1.637
O -4.3695 -1.5294 0.0907 -0.449
C -4.6277 -1.9929 1.3511 0.372
O -5.6979 -2.5321 1.5738 -0.578
C -3.5725 -1.9544 2.4346 0.736
S -4.1259 -1.0110 3.8924 -0.134
C 1.3253 -0.8804 0.0829 -0.323
Cl 0.1909 -1.4505 -1.1047 -0.042
C 1.1991 -1.3675 1.5041 0.490
C 1.6116 -2.8188 1.7567 -1.121
C 0.4306 -3.7650 1.9077 -0.964
C -0.0660 -4.3272 0.5838 0.476
Cl -1.8445 -4.3093 0.4663 -0.179
C 2.3129 -0.4278 2.0919 -0.811
H 3.6003 2.7297 0.1516 0.330
H 3.8104 3.7015 1.6894 0.350
H 2.2154 2.3731 2.8583 0.392
H -1.2745 2.7133 -0.8180 0.635
H -1.2713 1.2431 0.0832 -0.084
H -2.4782 -1.1828 -1.8259 0.363
H -4.1258 -0.7232 -2.0693 0.472
H -2.4671 -0.7350 0.3598 -0.576
H -3.8246 0.8309 1.5953 0.340
H -4.9861 0.9284 0.3115 0.411
H -3.4236 1.6773 0.1358 0.509
H -2.5889 -1.6398 2.1205 -0.815
H -3.4790 -2.9744 2.7686 0.435
H -3.0610 -0.2129 4.0274 0.045
H 2.2994 -1.1952 -0.2725 0.392
H 0.2621 -1.0825 1.9663 0.068
H 2.1420 -2.8210 2.7008 0.510
H 2.3155 -3.1623 1.0091 0.398
H -0.3774 -3.2956 2.4492 0.420
H 0.7414 -4.5992 2.5215 0.381
H 0.2334 -5.3558 0.4791 0.496
H 0.3348 -3.8096 -0.2665 -0.748
H 2.2747 -0.2562 3.1508 0.546
H 3.2511 -0.8072 1.6870 0.349
C -2.7141 3.9791 4.8802 -0.791
N -2.6067 2.8173 3.9559 0.840
O -1.5063 2.3369 3.7619 -0.522
O -3.6284 2.4155 3.4519 -0.447
H -1.7241 4.2171 5.2483 0.307
H -3.1356 4.8042 4.3150 0.317
H -3.3772 3.6884 5.6888 0.306
C 1.0439 -4.6888 -4.1327 -0.744
N 1.1149 -5.1053 -2.7053 0.921
O 0.3053 -5.9088 -2.3114 -0.504
O 1.9878 -4.5975 -2.0276 -0.507
H 0.2240 -5.2174 -4.6025 0.315
H 0.8833 -3.6153 -4.1498 0.230
H 1.9934 -4.9435 -4.5928 0.317
C 3.6950 5.2325 -2.1236 -0.534
N 4.0176 6.1125 -0.9662 0.908
O 3.8997 7.3007 -1.1154 -0.511
O 4.3871 5.5662 0.0560 -0.547
H 3.3874 5.8568 -2.9531 0.345
H 4.5922 4.6706 -2.3659 0.304
H 2.8931 4.5688 -1.8125 0.053
C 1.8676 0.6123 -4.7148 -0.311
N 3.3406 0.4842 -4.8764 0.958
O 4.0096 0.4369 -3.8608 -0.549
O 3.7730 0.4370 -5.9999 -0.555
H 1.6456 0.6402 -3.6567 -0.077
H 1.5575 1.5306 -5.2032 0.298
H 1.4043 -0.2472 -5.1884 0.272
```

energy above the lowest of the compared OMol25 structures with the same formula, charge and spin: 0.000 eV
charge: +1
HOMO: -11.363 eV
maximum force: 2.18 eV Å⁻¹
Kohn-Sham gap: 7.107 eV
energy: -100040.4107 eV

Record 5
Below is a molecular structure, C5H4NO4S2, with properties calculated with ωB97M-V/def2-TZVPD.

The geometry in XYZ format:
```
16
Properties=species:S:1:pos:R:3:mulliken_charge:R:1
C 0.9261 0.3811 -1.0412 -0.372
C 1.1417 1.0678 0.2557 0.708
C 1.7698 0.4075 1.2704 -0.660
C 0.5604 2.3960 0.4192 0.308
C -1.5833 -1.6834 0.0549 -0.206
N 1.3647 -0.8413 -1.1521 -0.558
O 0.0654 3.1138 -0.4600 -0.635
O 0.7452 2.8930 1.6818 -0.506
O 3.4068 -1.5454 0.2704 -0.653
O 1.2730 -2.2100 1.0341 -0.632
S -2.9567 -1.1265 0.6853 -0.256
S 2.0388 -1.1759 0.4222 1.131
H 0.7021 0.9343 -1.9411 0.403
H -0.7962 -2.3656 0.5367 0.230
H -1.2094 -1.3655 -0.9497 0.237
H 1.3373 2.3320 2.2550 0.461
```

energy above the lowest of the compared OMol25 structures with the same formula, charge and spin: 1.050 eV
charge: -1
HOMO: -5.852 eV
maximum force: 2.62 eV Å⁻¹
Kohn-Sham gap: 8.428 eV
energy: -36599.1105 eV

Record 6
Below is a molecular structure, C17H13BF4INO5Tl, with properties calculated with ωB97M-V/def2-TZVPD.

The geometry in XYZ format:
```
43
Properties=species:S:1:pos:R:3:mulliken_charge:R:1
N 0.6578 -2.5254 -0.5729 -0.526
C 0.5774 -2.0675 0.8761 0.224
O 1.6527 -1.5879 1.5609 -0.506
C -0.8222 -2.1708 1.7514 -0.310
C -1.3689 -0.6979 2.2888 -0.825
C -1.7988 0.2987 1.0416 0.252
C -3.2931 0.1259 0.3110 0.266
B -4.3977 -1.0341 0.7797 0.879
O -5.1758 -1.0007 2.0359 -0.486
O -4.5296 -2.1919 -0.1688 -0.567
C -3.7582 1.1040 -0.9535 -0.416
I -5.7873 0.7835 -1.8256 0.343
C -2.7395 2.2749 -1.5609 -0.402
C -1.2472 2.4383 -0.8822 0.149
C -0.8119 1.4722 0.4118 0.335
C 0.7198 1.7575 1.0199 0.395
O 1.0231 1.7113 2.3199 -0.444
C 1.8482 2.1626 -0.1463 0.041
C 3.4091 1.5751 -0.0203 -0.694
C 3.4300 0.2422 -1.0301 0.056
C 4.9325 -0.1544 -1.5527 0.271
F 5.8493 0.9046 -2.0459 -0.184
C 5.2699 -1.6345 -1.5350 0.310
F 6.5648 -2.0327 -2.1805 -0.132
F 4.3736 -2.6798 -0.9661 -0.118
C 1.4583 3.0223 -1.3353 0.493
F 2.4917 3.3151 -2.3625 -0.183
C -0.1264 3.5466 -1.4416 0.188
O -0.4524 4.7599 -1.9154 -0.364
H 0.5097 -1.7300 -1.2450 0.299
H 1.6237 -2.9002 -0.8067 0.342
H -1.6700 -2.7633 1.1658 0.236
H -0.5492 -2.7924 2.7291 0.416
H -0.5607 -0.2462 3.0079 0.409
H -2.3237 -0.9108 2.9576 0.307
H -5.3160 -1.9790 2.2760 0.434
H -3.7882 -2.1525 -0.8584 0.355
H -3.0368 2.9657 -2.4624 0.424
H 3.5934 1.2727 1.0996 0.426
H 4.2211 2.3705 -0.2985 0.407
H 2.7967 0.5865 -1.9816 0.333
H 2.8383 -0.6670 -0.5741 -0.138
Tl -6.2873 -2.7710 3.0895 0.705
```

charge: +3
HOMO: -16.793 eV
maximum force: 9.67 eV Å⁻¹
Kohn-Sham gap: 2.151 eV
energy: -53854.5557 eV

Record 7
Below is a molecular structure, C21H31O4Tm, with properties calculated with ωB97M-V/def2-TZVPD.

The geometry in XYZ format:
```
57
Properties=species:S:1:pos:R:3:lowdin_spin:R:1
O -1.7946 -0.6038 -1.1170 -0.003
C -2.0600 -1.6808 -0.0147 0.000
C -2.1680 -2.7737 -1.0724 0.000
H -2.9702 -1.3919 0.5433 0.000
H -1.1700 -1.7143 0.6187 0.000
C -1.7894 -1.7174 -2.1067 0.000
H -3.1853 -3.1559 -1.1322 0.000
H -1.4556 -3.5830 -0.9330 0.000
C -2.8557 -1.4940 -3.1442 0.000
H -3.7458 -1.0563 -2.6912 0.000
H -3.1273 -2.4393 -3.6301 0.000
H -2.4850 -0.8020 -3.9021 0.000
C -0.3995 -1.8964 -2.6717 0.000
H 0.2416 -2.3833 -1.9352 0.000
H 0.0666 -0.9511 -2.9630 0.000
H -0.4241 -2.5247 -3.5636 0.000
Tm -2.0356 1.2625 -0.3488 2.014
C 2.5031 3.3293 -0.0654 0.000
C 2.6392 2.8754 1.2853 0.000
C 3.1483 1.5412 1.2509 0.000
H 2.3822 3.4461 2.1766 0.000
C 3.3240 1.1725 -0.1175 0.000
C 2.9326 2.2769 -0.9286 0.000
H 2.9181 2.3054 -2.0170 0.000
H 2.1548 4.3141 -0.3697 0.000
H 3.3491 0.9129 2.1195 0.000
H 3.6990 0.2137 -0.4787 0.000
C -0.9960 3.3619 -1.0123 -0.003
C -0.5244 2.4408 -1.9947 -0.003
C -1.6322 1.9949 -2.7642 -0.002
H 0.5301 2.2603 -2.2104 0.000
C -2.8192 2.6338 -2.2420 0.001
C -2.4162 3.4991 -1.1620 -0.002
H -3.0271 4.1900 -0.5640 0.000
H -0.3494 3.9551 -0.3599 0.000
H -1.5580 1.3533 -3.6544 0.000
H -3.8369 2.5327 -2.6322 0.000
O 0.8033 -2.5544 1.1927 0.000
C 2.1697 -2.7824 0.7608 0.000
C 2.8571 -3.5153 1.9305 0.000
H 2.6780 -1.8061 0.6476 0.000
H 2.1839 -3.3004 -0.2079 0.000
C 2.0293 -3.0791 3.1783 0.000
H 3.9294 -3.2994 1.9649 0.000
H 2.6941 -4.5890 1.8339 0.000
C 0.9785 -2.1367 2.5717 0.000
H 2.6025 -2.6143 3.9872 0.000
H 1.4890 -3.9467 3.5547 0.000
H 1.4380 -1.1481 2.5742 0.000
H 0.0255 -2.1239 3.1101 0.000
C -0.7864 2.5199 3.2119 0.000
C -1.2541 1.7252 2.0411 0.000
O -0.4037 1.4046 1.1204 -0.001
O -2.4913 1.4078 1.8560 -0.001
H -1.6586 2.9422 3.7075 0.000
H -0.1232 3.3184 2.8832 0.000
H -0.2240 1.8735 3.8857 0.000
```

⟨S²⟩: 2.00
energy above the lowest of the compared OMol25 structures with the same formula, charge and spin: 0.000 eV
HOMO (spin up / spin down): -4.958 / -4.958 eV
maximum force: 3.52 eV Å⁻¹
Kohn-Sham gap (spin up / spin down): 4.144 / 4.163 eV
energy: -59997.5384 eV
2S+1: 3

Record 8
Below is 2 unconnected molecules or ions with the total composition C2H5NS, with properties calculated with ωB97M-V/def2-TZVPD.

The geometry in XYZ format:
```
9
Properties=species:S:1:pos:R:3:mulliken_charge:R:1
C 1.9959 -0.0268 -0.1351 0.179
C -1.0861 1.1014 -0.3323 -0.927
N 1.7608 -1.1933 0.3988 -0.319
S 3.2647 0.7164 -0.7459 -0.305
H -0.7098 1.7681 -1.0707 0.302
H -1.3040 0.0856 -0.5800 0.324
H -1.2956 1.4588 0.6500 0.298
H 0.8193 -1.4364 0.6698 0.243
H 2.4812 -1.8934 0.5392 0.205
```

energy above the lowest of the compared OMol25 structures with the same formula, charge and spin: 3.592 eV
HOMO (spin up / spin down): -8.685 / -7.631 eV
maximum force: 0.68 eV Å⁻¹
Kohn-Sham gap (spin up / spin down): 8.333 / 7.893 eV
energy: -14476.7451 eV

energy of number 6 (C17H13BF4INO5Tl)? -53854.5557 eV

Which value of energy does entry 5 give? -36599.1105 eV

What is the maximum force in the eighth record? 0.68 eV Å⁻¹

Which of these has the highest maximum force? C17H13BF4INO5Tl